1.
This record from the OMol25 dataset describes an isolated molecule of C4H10OS2 at a distorted geometry. The level of theory is ωB97M-V/def2-TZVPD.

Geometry (Å):
C 2.1618 1.4562 0.8560
S 1.6136 1.3724 -0.9011
S -0.3938 1.8258 -0.8390
C -1.0711 0.6259 0.3983
C -0.4789 -0.7710 0.4347
C -0.6757 -1.5818 -0.8175
O -2.0506 -1.3181 -1.2920
H 3.0043 0.7852 1.0412
H 1.4477 1.2734 1.6383
H 2.5780 2.4780 0.9457
H -2.0088 0.4276 -0.1321
H -1.2228 1.0753 1.3726
H 0.5864 -0.5647 0.5387
H -0.8126 -1.3757 1.2897
H -0.5685 -2.6620 -0.7324
H 0.0187 -1.3216 -1.6434
H -2.1278 -1.7250 -2.1578

Its LUMO energy is 0.76 eV. Its HOMO energy is -8.158 eV. As for the SMILES: CSSCCCO. The calculated total energy is -1029.98884 a.u. For the orbital gap, the calculation gives 8.9 eV. Its molecular weight is 138.257 g/mol. For the energy relative to the best compared isomer or geometry (same formula, charge and spin), the calculation gives 1.168 eV.



2.
This record from the OMol25 dataset describes a 2-piece molecular cluster, C4H10OS2 overall at a distorted geometry. The level of theory is ωB97M-V/def2-TZVPD.

Geometry (Å):
C -2.0807 -0.4585 0.0545
C 0.2867 2.0694 -0.1082
C -0.6855 -0.8897 -0.2906
C 0.4179 -0.1636 0.4302
O 2.0919 -0.6669 -1.5827
S 3.4545 -0.0702 0.9690
S 2.0225 -0.7173 -0.1214
H -2.5684 0.2846 -0.5501
H -2.8422 -1.2829 0.0699
H -2.0029 -0.1110 1.0974
H 1.2296 2.4747 0.1437
H -0.2306 2.1551 -1.0673
H -0.3923 2.2054 0.7081
H -0.5242 -1.9406 -0.0851
H -0.6784 -0.7481 -1.4932
H 0.3491 -0.0698 1.5172
H 2.1529 -2.0706 0.3087

Its LUMO energy (alpha / beta) is 0.26 / -4.12 eV. Its spin multiplicity is 3. Its HOMO energy (alpha / beta) is -5.192 / -8.489 eV. The calculated total energy is -1029.70243 a.u. For the orbital gap (alpha / beta), the calculation gives 5.5 / 4.4 eV. Its molecular weight is 138.257 g/mol. The expectation value of S² is 2.0192. For the energy relative to the best compared isomer or geometry (same formula, charge and spin), the calculation gives 1.612 eV.



3.
This record from the OMol25 dataset describes a 2-piece molecular cluster, C4H10OSSi overall at a distorted geometry. The level of theory is ωB97M-V/def2-TZVPD.

Geometry (Å):
C -3.1555 -0.2325 0.4291
C -2.4142 0.2874 -0.7986
O -1.2789 0.9961 -0.3469
Si -0.1653 0.1744 0.5992
S 1.4473 1.6604 0.6206
H -2.4629 -0.8723 1.0135
H -3.5000 0.5407 1.1209
H -3.8854 -1.0736 0.1440
H -2.9534 1.1025 -1.2774
H -2.2286 -0.4693 -1.4534
H 0.5200 -1.0016 -0.2856
H -0.6872 -0.3996 1.9599
H 0.6977 2.5728 -0.1926
C 5.4971 -1.2135 -0.4722
C 4.5276 -0.4565 -0.3096
H 6.4375 -1.6604 -0.2637
H 3.6041 0.0451 -0.4871

Its LUMO energy is 0.73 eV. Its HOMO energy is -9.551 eV. As for the SMILES: CCO[SiH2]S.C#C. The calculated total energy is -921.24259 a.u. For the orbital gap, the calculation gives 10.3 eV. Its molecular weight is 134.276 g/mol. For the energy relative to the best compared isomer or geometry (same formula, charge and spin), the calculation gives 2.987 eV.



4.
This record from the OMol25 dataset describes a 2-piece molecular cluster, C4H10OSi2 overall at a distorted geometry. The level of theory is ωB97M-V/def2-TZVPD.

Geometry (Å):
C -1.0477 -2.7453 0.3302
C -1.1440 2.8223 0.1308
C -0.8475 -1.5499 0.8486
C -0.8960 1.5925 0.7172
O -1.1013 0.0000 -1.6667
Si 3.0525 0.0125 -0.2993
Si -0.5132 -0.0097 -0.1689
H -0.9802 -3.8092 0.7680
H -1.1042 -2.7535 -0.8360
H -1.1056 3.7739 0.5466
H -1.1983 2.6969 -0.9504
H -0.7127 -1.4402 1.9130
H -0.6741 1.5904 1.7280
H -1.7467 -0.6915 -1.9566
H 3.2081 1.5452 -0.4220
H 3.0828 -0.8176 0.8909
H 3.7278 -0.2168 -1.5733

Its LUMO energy (alpha / beta) is -0.50 / -0.50 eV. Its HOMO energy (alpha / beta) is -6.798 / -6.893 eV. The calculated total energy is -812.47799 a.u. For the orbital gap (alpha / beta), the calculation gives 6.3 / 6.4 eV. Its molecular weight is 130.295 g/mol. For the energy relative to the best compared isomer or geometry (same formula, charge and spin), the calculation gives 3.680 eV.